Entry w
Computed, not measured: a cluster of 2 separate species, C6H14O in total, with ωB97M-V with the def2-TZVPD basis set.

Calculated values
**Gap between HOMO and LUMO**: 11.24 eV
**SMILES**: C1CCCC1.CO
**Molar mass**: 102.18 Da
**LUMO level**: 1.0 eV

Last column: Mulliken charge in e.
Atoms and positions in Å:
1 C -2.06364 -0.13721 0.02260  -0.71
2 C -2.04916 1.31801 0.55066  -0.57
3 C -0.62131 1.54589 1.05760  -0.76
4 C 0.23077 0.73784 0.08029  -0.51
5 C -0.57852 -0.54017 -0.17966  -0.62
6 H -2.62650 -0.21421 -0.91273  0.27
7 H -2.54291 -0.80526 0.74472  0.27
8 H -2.25068 2.01586 -0.27100  0.27
9 H -2.80696 1.49489 1.32137  0.34
10 H -0.49824 1.14987 2.07436  0.30
11 H -0.34115 2.60429 1.08026  0.35
12 H 0.33311 1.28997 -0.86216  0.20
13 H 1.23408 0.53097 0.45824  0.54
14 H -0.31345 -1.32971 0.54054  0.40
15 H -0.38546 -0.93780 -1.18353  0.29
16 C 2.77214 -1.44967 -1.02887  -0.51
17 O 2.37914 -1.44075 0.32593  -0.53
18 H 2.24327 -0.69335 -1.63103  0.21
19 H 2.62943 -2.43473 -1.49713  0.25
20 H 3.83783 -1.21341 -1.03730  0.24
21 H 1.41823 -1.49131 0.34686  0.26

---

Entry x
Computed, not measured: an isolated molecule of C6H14O, with ωB97M-V with the def2-TZVPD basis set.

Calculated values
**Gap between HOMO and LUMO**: 9.54 eV
**SMILES**: CCCC(C)(C)O
**Molar mass**: 102.18 Da
**LUMO level**: 0.9 eV

Last column: Mulliken charge in e.
Atoms and positions in Å:
1 C 1.81094 1.00901 -1.40842  -0.98
2 C 1.60318 -0.41778 -0.95670  -0.52
3 C 0.64320 -0.62251 0.55669  -1.10
4 C -0.73530 -0.31365 0.20671  1.28
5 C -1.43380 -0.92226 1.81570  -1.30
6 C -1.12385 1.14490 0.07997  -1.73
7 O -1.26605 -1.10343 -0.79987  -0.55
8 H 2.08895 1.65666 -0.57128  0.26
9 H 2.62570 1.08142 -2.14034  0.36
10 H 0.92335 1.40682 -1.91007  0.20
11 H 2.55899 -0.87276 -0.68047  0.36
12 H 1.21759 -1.03593 -1.77133  0.32
13 H 0.82427 -1.66650 0.80732  0.42
14 H 1.08730 0.07563 1.26171  0.37
15 H -1.80581 -1.92806 1.60935  0.35
16 H -0.80209 -0.93457 2.70549  0.34
17 H -2.29306 -0.29602 2.06863  0.37
18 H -0.96866 1.52082 -0.93381  0.35
19 H -0.58880 1.76615 0.79961  0.31
20 H -2.19741 1.26301 0.25906  0.54
21 H -2.16864 -0.81095 -0.99795  0.35

---

Which of them is the least stable? Correct choice: entry x.

---

Entry w
Computed, not measured: an isolated molecule of C6H14O, with ωB97M-V with the def2-TZVPD basis set.

Calculated values
**Gap between HOMO and LUMO**: 11.23 eV
**SMILES**: CC(C)C[C@@H](C)O
**Molar mass**: 102.18 Da
**LUMO level**: 1.0 eV

Last column: Mulliken charge in e.
Atoms and positions in Å:
1 C -1.52132 -0.82833 -1.01302  -1.47
2 C -1.14201 -0.33953 0.38439  0.89
3 C -2.25495 0.54825 0.94791  -1.55
4 C 0.17962 0.44462 0.42173  -1.17
5 C 1.35735 -0.13802 -0.34687  0.43
6 C 2.61480 0.69992 -0.13828  -1.44
7 O 1.55372 -1.47184 0.10053  -0.54
8 H -2.51349 -1.29604 -1.00205  0.42
9 H -0.80548 -1.56917 -1.38197  0.32
10 H -1.55905 0.00841 -1.72320  0.31
11 H -1.02260 -1.22005 1.02785  0.21
12 H -3.20676 0.01075 1.03095  0.40
13 H -2.41592 1.40594 0.28079  0.35
14 H -2.00037 0.93841 1.94024  0.37
15 H 0.47605 0.57359 1.47258  0.43
16 H 0.01031 1.45307 0.02027  0.36
17 H 1.11028 -0.14078 -1.42182  0.24
18 H 2.89674 0.68876 0.91998  0.35
19 H 2.45392 1.73973 -0.44318  0.34
20 H 3.45539 0.30854 -0.72443  0.40
21 H 2.33378 -1.81623 -0.35238  0.34

---

Entry x
Computed, not measured: an isolated molecule of C6H14O, with ωB97M-V with the def2-TZVPD basis set.

Calculated values
**Gap between HOMO and LUMO**: 11.33 eV
**SMILES**: CC(C)CCCO
**Molar mass**: 102.18 Da
**LUMO level**: 0.9 eV

Last column: Mulliken charge in e.
Atoms and positions in Å:
1 C -1.91152 -0.56021 -1.15928  -1.46
2 C -0.91615 -0.10314 -0.08639  0.53
3 C -1.59272 1.10981 0.59096  -1.48
4 C 0.39797 0.32946 -0.77309  -0.73
5 C 1.50664 0.57398 0.25966  -0.49
6 C 2.06072 -0.67229 0.93141  -0.67
7 O 2.33683 -1.73388 0.00615  -0.52
8 H -2.18095 0.30208 -1.77994  0.32
9 H -1.45504 -1.29683 -1.81932  0.38
10 H -2.88647 -0.79165 -0.74370  0.41
11 H -0.72648 -0.86170 0.66612  0.26
12 H -1.72572 1.85077 -0.19142  0.38
13 H -2.40683 0.79162 1.23550  0.39
14 H -0.91246 1.72364 1.20298  0.34
15 H 0.70471 -0.39160 -1.52889  0.41
16 H 0.16064 1.28912 -1.22891  0.34
17 H 1.12121 1.23235 1.04009  0.23
18 H 2.32018 1.10274 -0.24965  0.33
19 H 1.29584 -0.97591 1.65500  0.32
20 H 2.92577 -0.43886 1.55540  0.38
21 H 1.88384 -2.47951 0.41732  0.33

---

Entry y
Computed, not measured: a cluster of 2 separate species, C6H14O in total, with ωB97M-V with the def2-TZVPD basis set.

Calculated values
**Gap between HOMO and LUMO**: 11.64 eV
**SMILES**: C[C@H]1C[C@@H](C)C1.O
**Molar mass**: 102.18 Da
**LUMO level**: 1.0 eV

Last column: Mulliken charge in e.
Atoms and positions in Å:
1 C -2.50742 0.02826 -1.19906  -1.55
2 C -1.12287 -0.35534 -0.74526  0.57
3 C -0.65310 -0.27133 0.70425  -0.77
4 C 0.87892 -0.07297 -0.01405  0.27
5 C 2.13564 0.76046 0.35735  -1.54
6 C 0.04516 0.53992 -1.12116  -0.92
7 H -3.27444 -0.65033 -0.81295  0.38
8 H -2.53138 -0.02082 -2.29390  0.37
9 H -2.75298 1.05178 -0.89732  0.31
10 H -0.89467 -1.38091 -1.06893  0.21
11 H -1.06011 -1.09438 1.33289  0.48
12 H -0.99133 0.65317 1.19583  0.21
13 H 1.23943 -1.06452 -0.32333  0.24
14 H 1.95713 1.53439 1.10924  0.31
15 H 2.47418 1.29493 -0.54821  0.38
16 H 2.99134 0.15519 0.68281  0.41
17 H -0.18347 1.56897 -0.80684  0.28
18 H 0.43743 0.53439 -2.13724  0.37
19 O 1.45061 -1.43139 2.20656  -0.72
20 H 0.63408 -1.17153 1.75831  0.42
21 H 1.72784 -0.60796 2.62102  0.30

---

Which of them is the least stable? Correct choice: entry y.

---

Entry w
Computed, not measured: a cluster of 2 separate species, C6H14O in total, with ωB97M-V with the def2-TZVPD basis set.

Calculated values
**Gap between HOMO and LUMO**: 10.08 eV
**SMILES**: C=C(C)CCC.O
**Molar mass**: 102.18 Da
**LUMO level**: 0.9 eV

Last column: Mulliken charge in e.
Atoms and positions in Å:
1 C 0.25526 1.36213 0.86176  -0.98
2 C 0.47638 0.20644 0.25053  0.99
3 C -0.27755 -1.04267 0.63045  -1.57
4 C 1.32014 0.13496 -1.00202  -1.00
5 C 0.48381 0.47664 -2.24094  -0.26
6 C -0.59550 -0.51593 -2.65984  -1.13
7 H -0.42550 1.41400 1.70614  0.37
8 H 0.79383 2.25785 0.58148  0.28
9 H -0.14382 -1.87871 -0.05714  0.37
10 H 0.05160 -1.41309 1.59752  0.32
11 H -1.35489 -0.88071 0.65348  0.33
12 H 1.78510 -0.85367 -1.05166  0.36
13 H 2.11687 0.86806 -0.94773  0.35
14 H 1.20332 0.52747 -3.06864  0.31
15 H 0.08930 1.49174 -2.14580  0.33
16 H -1.02118 -0.13202 -3.58570  0.35
17 H -1.35714 -0.76702 -1.92849  0.28
18 H -0.12215 -1.47588 -2.88757  0.29
19 O -1.25202 -0.29140 3.59426  -0.62
20 H -0.86851 0.34360 4.21612  0.32
21 H -0.45239 -0.72118 3.24903  0.32

---

Entry x
Computed, not measured: an isolated molecule of C6H14O, with ωB97M-V with the def2-TZVPD basis set.

Calculated values
**Gap between HOMO and LUMO**: 10.98 eV
**SMILES**: CC(C)CCCO
**Molar mass**: 102.18 Da
**LUMO level**: 0.9 eV

Last column: Mulliken charge in e.
Atoms and positions in Å:
1 C 0.60548 -1.74238 -1.58663  -1.59
2 C -0.06775 -0.55613 -0.91191  0.82
3 C -0.80650 0.37509 -1.86842  -1.28
4 C 0.89165 0.29525 -0.00553  -0.86
5 C 0.16691 1.16039 1.04993  -0.45
6 C -0.66316 0.48839 2.15011  -0.59
7 O 0.09778 -0.59296 2.72887  -0.48
8 H 1.45119 -1.47014 -2.25593  0.31
9 H 1.05512 -2.38937 -0.79095  0.36
10 H -0.02537 -2.13753 -2.37062  0.42
11 H -0.79378 -0.97516 -0.22111  0.12
12 H -0.19192 0.62521 -2.76899  0.34
13 H -1.90137 0.21180 -1.84511  0.34
14 H -0.79285 1.49810 -1.55820  0.29
15 H 1.53889 -0.52246 0.39510  0.35
16 H 1.45495 1.02213 -0.63132  0.32
17 H -0.44766 1.99424 0.59739  0.29
18 H 1.00251 1.64507 1.60157  0.33
19 H -1.64135 0.11973 1.76136  0.24
20 H -0.82939 1.28979 2.89354  0.40
21 H -0.10336 -0.33906 3.63685  0.33

---

Which of them is the least stable? Correct choice: entry x.

---

Entry w
Computed, not measured: a cluster of 2 separate species, C6H14O in total, with ωB97M-V with the def2-TZVPD basis set.

Calculated values
**Gap between HOMO and LUMO**: 9.44 eV
**SMILES**: C/C=C(\C)CC.O
**Molar mass**: 102.18 Da
**LUMO level**: 0.8 eV

Last column: Mulliken charge in e.
Atoms and positions in Å:
1 C 1.04880 1.70676 -1.52191  -1.25
2 C 0.96549 0.80725 -0.29844  0.05
3 C -0.09135 -0.05085 -0.00080  0.15
4 C -1.47258 0.30819 -0.49720  -1.00
5 C 0.06334 -1.28152 0.87074  -0.50
6 C 0.39009 -2.50251 0.04771  -1.23
7 H 0.92773 1.28953 -2.51579  0.34
8 H 0.15582 2.40584 -1.48107  0.31
9 H 2.01163 2.31491 -1.59772  0.30
10 H 1.92481 0.73672 0.33942  0.27
11 H -2.14300 -0.55720 -0.51755  0.37
12 H -1.25023 0.65505 -1.59839  0.28
13 H -1.89899 1.16457 0.04353  0.29
14 H -0.87234 -1.59426 1.34119  0.35
15 H 0.91314 -1.13914 1.61046  0.27
16 H 0.25811 -3.41139 0.59626  0.42
17 H 1.41972 -2.59483 -0.28698  0.31
18 H -0.33009 -2.72481 -0.87652  0.25
19 O -0.40727 1.64093 2.41085  -0.65
20 H -1.28800 1.17835 2.49120  0.31
21 H -0.32482 1.64840 1.44102  0.37

---

Entry x
Computed, not measured: an isolated molecule of C6H14O, with ωB97M-V with the def2-TZVPD basis set.

Calculated values
**Gap between HOMO and LUMO**: 11.07 eV
**SMILES**: CC(C)C[C@@H](C)O
**Molar mass**: 102.18 Da
**LUMO level**: 0.9 eV

Last column: Mulliken charge in e.
Atoms and positions in Å:
1 C -1.61473 -0.87672 -0.94820  -1.43
2 C -1.09347 -0.31716 0.37425  0.86
3 C -2.19371 0.48975 1.07636  -1.53
4 C 0.12958 0.57998 0.12513  -1.08
5 C 1.42296 -0.05528 -0.41477  0.48
6 C 2.66178 0.65837 0.11894  -1.57
7 O 1.46607 -1.44648 -0.13775  -0.56
8 H -2.50046 -1.50580 -0.80186  0.40
9 H -0.84668 -1.47698 -1.44475  0.34
10 H -1.89700 -0.05053 -1.61552  0.31
11 H -0.81275 -1.15753 1.02431  0.26
12 H -3.11308 -0.09938 1.18242  0.41
13 H -2.44452 1.38868 0.49749  0.32
14 H -1.89176 0.81445 2.07932  0.37
15 H 0.33112 1.18973 1.01581  0.34
16 H -0.12907 1.28538 -0.67117  0.34
17 H 1.40970 0.08070 -1.50998  0.26
18 H 2.81690 0.43670 1.18131  0.36
19 H 2.55565 1.74312 0.00465  0.37
20 H 3.55313 0.34275 -0.43495  0.42
21 H 2.15290 -1.81528 -0.70769  0.33

---

Which of them is the least stable? Correct choice: entry w.